{
  "formula": "C29H60N3OSSi",
  "method": "wB97M-V/def2-TZVPD",
  "elements": ["C", "C", "C", "C", "C", "Si", "N", "C", "C", "C", "C", "C", "C", "C", "C", "C", "C", "C", "C", "C", "C", "C", "N", "C", "S", "H", "H", "H", "H", "H", "H", "H", "H", "H", "H", "H", "H", "H", "H", "H", "H", "H", "H", "H", "H", "H", "H", "H", "H", "H", "H", "H", "H", "H", "H", "H", "H", "H", "H", "H", "H", "H", "H", "H", "H", "C", "C", "N", "C", "C", "C", "C", "C", "O", "C", "H", "H", "H", "H", "H", "H", "H", "H", "H", "H", "H", "H", "H", "H", "H", "H", "H", "H", "H", "H"],
  "positions_angstrom": [[1.1654, 4.2452, -1.5722], [1.9101, 3.2868, -1.6066], [2.4976, 1.9497, -1.4885], [1.6613, 0.8900, -2.2255], [0.2017, 0.8186, -1.7312], [-1.0866, 1.0053, -3.0875], [-0.9240, 2.6398, -3.7550], [-0.8875, -0.2440, -4.4782], [-2.1494, -1.1116, -4.7935], [-1.8459, -2.6398, -4.8836], [-2.7166, -3.4063, -3.8649], [-1.9956, -3.8348, -2.5710], [-1.0133, -2.8069, -1.9959], [0.0084, -3.5388, -1.0779], [-0.6330, -4.0786, 0.2097], [0.3894, -4.8611, 1.0394], [1.5493, -4.0021, 1.6052], [2.9323, -4.6075, 1.3586], [3.3760, -4.5852, -0.1152], [4.8037, -4.0285, -0.2782], [5.8662, -4.8315, 0.4819], [6.2761, -6.0677, -0.3387], [-2.7096, 0.9883, -2.3028], [-2.7407, 0.7052, -1.1385], [-2.7730, 0.2643, 0.3805], [0.6217, 5.1383, -1.7321], [3.4780, 2.0025, -1.9649], [2.6492, 1.7028, -0.4401], [2.1593, -0.0593, -2.0288], [1.7612, 1.0844, -3.2955], [0.0323, -0.1098, -1.1832], [0.0515, 1.6457, -1.0293], [-0.3826, 2.5407, -4.6106], [-1.8610, 2.8756, -4.0838], [-0.6657, 0.3312, -5.3798], [-0.0001, -0.8522, -4.2922], [-2.5599, -0.7704, -5.7420], [-2.9244, -0.9177, -4.0534], [-2.0871, -2.9545, -5.8953], [-0.7839, -2.7857, -4.7097], [-3.0344, -4.3271, -4.3623], [-3.6418, -2.8787, -3.6445], [-1.5301, -4.8136, -2.6793], [-2.7735, -3.9690, -1.8159], [-0.4064, -2.3075, -2.7492], [-1.4964, -2.0681, -1.3487], [0.8768, -2.9169, -0.8730], [0.3247, -4.4158, -1.6510], [-1.0307, -3.2064, 0.7410], [-1.4735, -4.7180, -0.0557], [-0.1380, -5.3257, 1.8733], [0.8008, -5.6729, 0.4351], [1.4179, -3.9843, 2.6901], [1.4817, -2.9672, 1.2658], [3.0118, -5.6176, 1.7575], [3.6439, -3.9856, 1.9090], [3.3780, -5.5856, -0.5526], [2.7283, -3.9739, -0.7420], [4.7821, -2.9874, 0.0616], [5.0772, -3.9928, -1.3356], [5.5161, -5.1905, 1.4489], [6.7313, -4.1856, 0.6322], [6.9016, -5.7804, -1.1827], [6.7916, -6.7794, 0.3020], [5.4033, -6.5497, -0.7799], [-2.7082, 2.3863, 3.7944], [-1.4900, 3.2007, 3.4099], [-1.7215, 4.2421, 2.3394], [-2.0791, 3.5140, 1.0699], [-0.4207, 4.9522, 2.0139], [0.2012, 5.8096, 3.1042], [-2.8770, 5.1849, 2.6118], [-2.8849, 5.9806, 3.9093], [-2.9523, 5.1368, 5.0369], [-2.1696, 5.5441, 6.1558], [-3.0880, 1.7960, 2.9600], [-2.4231, 1.6832, 4.5763], [-3.5202, 2.9929, 4.1847], [-0.7189, 2.5346, 3.0183], [-1.0711, 3.6974, 4.2785], [-1.2887, 2.8051, 0.8433], [-2.1745, 4.2462, 0.2707], [-3.0227, 2.9990, 1.2038], [-0.6105, 5.5621, 1.1320], [0.2796, 4.1644, 1.7383], [-0.2451, 6.8002, 3.1417], [1.2511, 5.9707, 2.8589], [0.1674, 5.3596, 4.0942], [-3.7744, 4.5707, 2.5720], [-2.8979, 5.8780, 1.7703], [-3.7972, 6.5891, 3.8905], [-2.0553, 6.6801, 3.9695], [-1.8422, 6.5820, 6.0845], [-1.2906, 4.8963, 6.2377], [-2.7686, 5.4202, 7.0558]],
  "orbital_gap_ha": 0.350,
  "total_charge": 1
}

***

{
  "formula": "C49H50GeN3P2SV",
  "method": "wB97M-V/def2-TZVPD",
  "elements": ["V", "C", "C", "N", "C", "C", "S", "C", "C", "N", "H", "H", "H", "H", "H", "H", "H", "H", "H", "H", "H", "H", "H", "H", "N", "P", "C", "C", "C", "C", "C", "C", "C", "C", "C", "C", "C", "C", "P", "C", "C", "C", "C", "C", "C", "C", "C", "C", "C", "C", "C", "H", "H", "H", "H", "H", "H", "H", "H", "H", "H", "H", "H", "H", "H", "H", "H", "H", "H", "H", "H", "H", "C", "Ge", "C", "C", "C", "C", "C", "C", "C", "C", "C", "C", "C", "C", "C", "C", "C", "C", "C", "C", "H", "H", "H", "H", "H", "H", "H", "H", "H", "H", "H", "H", "H", "H", "H"],
  "positions_angstrom": [[0.6837, -0.7550, 0.7917], [1.6974, -1.8850, 3.4234], [0.9603, -0.5918, 3.8521], [0.9959, 0.2674, 2.6461], [2.3162, 1.0561, 2.5234], [3.4586, 0.2494, 2.0152], [3.1594, -0.8588, 0.4992], [3.5440, -2.5779, 0.9795], [2.2802, -3.2761, 1.4910], [1.3004, -2.3096, 2.0869], [1.4827, -2.6909, 4.1491], [2.7883, -1.7922, 3.4777], [1.3627, -0.0183, 4.6772], [-0.0856, -0.8222, 4.1826], [0.2863, 0.9837, 2.7895], [2.4990, 1.4876, 3.4811], [2.1109, 1.9309, 1.8461], [3.9563, -0.3763, 2.7752], [4.2525, 0.8929, 1.5640], [4.4145, -2.7071, 1.6498], [3.8681, -2.9784, 0.0464], [2.5487, -4.0415, 2.1734], [1.7691, -3.6709, 0.6318], [0.4024, -2.7939, 2.2068], [1.3067, 2.8151, -0.6260], [2.8761, 3.3440, -0.1899], [3.2725, 4.2537, -1.7351], [4.3706, 3.9822, -2.5799], [4.5529, 4.7185, -3.7669], [3.5641, 5.6077, -4.2195], [2.3906, 5.7662, -3.5133], [2.3292, 5.1832, -2.2164], [2.4947, 4.8376, 0.8170], [3.4526, 5.8518, 0.7975], [3.1456, 7.1716, 1.2105], [1.9035, 7.4370, 1.8074], [1.0091, 6.3908, 1.9972], [1.3131, 5.1013, 1.5119], [0.3879, 1.2618, -0.7271], [-1.2689, 1.9353, -0.3199], [-1.7187, 3.0930, -1.0521], [-2.7614, 3.8867, -0.5840], [-3.4709, 3.4616, 0.5851], [-3.1245, 2.2291, 1.1897], [-2.0028, 1.5087, 0.8191], [0.3152, 0.8910, -2.4958], [-0.8886, 0.5888, -3.1172], [-0.8107, -0.1484, -4.3604], [0.4076, -0.5133, -4.8786], [1.5777, 0.0540, -4.3598], [1.4853, 0.7672, -3.1933], [0.6337, 3.5727, -0.5694], [5.0390, 3.1065, -2.3226], [5.4437, 4.6009, -4.3232], [3.7787, 6.1001, -5.1740], [1.5678, 6.3511, -3.8620], [1.4609, 5.5021, -1.6442], [4.4135, 5.6587, 0.3530], [3.8636, 7.9390, 0.9906], [1.5224, 8.4187, 2.0569], [0.1303, 6.5568, 2.6208], [0.5731, 4.2977, 1.5658], [-1.1290, 3.3995, -1.9547], [-3.0123, 4.8100, -1.0964], [-4.2945, 4.0723, 1.0028], [-3.7142, 1.9341, 2.0876], [-1.6856, 0.6903, 1.3824], [-1.8458, 0.9641, -2.7011], [-1.7187, -0.4359, -4.9126], [0.4587, -1.1284, -5.7566], [2.5258, 0.0235, -4.9161], [2.3664, 1.1482, -2.7166], [-0.6721, -1.6710, 0.3046], [-1.8878, -3.1317, 0.2483], [-2.6766, -3.4796, 2.0254], [-3.7487, -2.7149, 2.5584], [-4.3759, -3.0766, 3.7725], [-3.8677, -4.1560, 4.5222], [-2.8161, -4.9034, 4.0059], [-2.2180, -4.5347, 2.8032], [-0.9846, -4.6965, -0.5499], [-0.4478, -4.5654, -1.8145], [0.3678, -5.5432, -2.3814], [0.6796, -6.7022, -1.6426], [-0.0068, -6.9320, -0.4325], [-0.7752, -5.9236, 0.1072], [-3.4651, -2.8645, -0.8335], [-3.5432, -1.9213, -1.8191], [-4.7115, -1.8013, -2.5683], [-5.8608, -2.4919, -2.2530], [-5.8096, -3.4112, -1.1948], [-4.6258, -3.6087, -0.5245], [-4.2046, -1.9638, 1.9406], [-5.3057, -2.5483, 4.0322], [-4.3636, -4.4592, 5.4167], [-2.4317, -5.7816, 4.5087], [-1.3248, -5.0613, 2.5831], [-0.7350, -3.6311, -2.3688], [0.7946, -5.3387, -3.3255], [1.2823, -7.4654, -2.0659], [0.0331, -7.9037, 0.1013], [-1.3639, -6.1227, 1.0176], [-2.6614, -1.2719, -2.0033], [-4.7147, -1.2669, -3.5013], [-6.8115, -2.3893, -2.8217], [-6.6922, -4.0053, -0.9332], [-4.5927, -4.4409, 0.2162]],
  "multiplicity": 2,
  "orbital_gap_ha": [0.287, 0.296],
  "total_charge": 1
}

***

{
  "formula": "C37H29ClMoN2O4S2Se",
  "method": "wB97M-V/def2-TZVPD",
  "elements": ["Mo", "O", "C", "C", "C", "C", "C", "C", "C", "O", "N", "N", "C", "S", "C", "C", "S", "H", "H", "H", "H", "H", "H", "H", "H", "H", "Cl", "C", "C", "C", "C", "O", "C", "C", "O", "C", "H", "H", "H", "H", "Se", "C", "C", "C", "C", "C", "C", "H", "H", "H", "H", "H", "C", "C", "C", "C", "C", "C", "C", "C", "C", "C", "C", "C", "C", "C", "H", "H", "H", "H", "H", "H", "H", "H", "H", "H", "H"],
  "positions_angstrom": [[0.9835, -0.2880, 1.2639], [-3.2988, -1.0818, 2.1497], [-3.4343, -2.3697, 1.7392], [-4.6550, -3.0332, 1.8540], [-4.8026, -4.3250, 1.3855], [-3.7302, -4.9757, 0.7866], [-2.5186, -4.3180, 0.6739], [-2.3437, -3.0211, 1.1522], [-1.0266, -2.3548, 1.0041], [-0.7134, -1.3865, 1.7798], [-0.2358, -2.7833, 0.0599], [0.9697, -2.0737, 0.0783], [1.9104, -2.6751, -0.5543], [3.5500, -2.0822, -0.6647], [4.2134, -3.7146, -1.0799], [3.2343, -4.3642, -2.0324], [1.5787, -4.2175, -1.3054], [-4.1569, -0.7458, 2.4317], [-5.4949, -2.5166, 2.3100], [-5.7599, -4.8222, 1.4849], [-3.8381, -5.9853, 0.4146], [-1.6670, -4.7999, 0.2139], [4.3250, -4.2988, -0.1675], [5.1921, -3.5625, -1.5338], [3.4429, -5.4255, -2.1664], [3.2459, -3.8712, -3.0041], [5.6201, 5.3497, -0.0903], [4.6550, 3.9053, 0.0002], [4.7246, 2.9632, -1.0288], [3.9708, 1.8159, -0.9684], [3.1192, 1.5673, 0.1185], [2.4240, 0.4461, 0.1481], [3.0461, 2.5287, 1.1406], [2.1673, 2.3778, 2.2737], [1.3677, 1.4790, 2.4631], [3.8287, 3.6906, 1.0668], [5.3773, 3.1461, -1.8735], [4.0127, 1.0756, -1.7581], [2.2133, 3.1671, 3.0394], [3.7677, 4.4245, 1.8634], [1.9396, -1.4357, 3.3513], [0.5471, -0.8052, 4.5148], [-0.6143, -1.5518, 4.6906], [-1.6401, -1.0591, 5.4882], [-1.5098, 0.1740, 6.1168], [-0.3437, 0.9115, 5.9529], [0.6844, 0.4234, 5.1539], [-0.7206, -2.5010, 4.1861], [-2.5453, -1.6416, 5.6137], [-2.3111, 0.5564, 6.7378], [-0.2324, 1.8706, 6.4449], [1.5950, 0.9974, 5.0173], [-5.2348, 3.4115, 1.2819], [-4.9362, 2.6501, 2.4045], [-3.7107, 2.0057, 2.5003], [-2.7656, 2.0948, 1.4754], [-3.0709, 2.8796, 0.3607], [-4.2944, 3.5287, 0.2669], [-1.4935, 1.3637, 1.6426], [-0.6639, 0.9105, 0.7067], [-0.8685, 0.9088, -0.7529], [-1.9460, 0.1888, -1.2786], [-2.1526, 0.1305, -2.6484], [-1.2823, 0.7836, -3.5144], [-0.2005, 1.4875, -3.0023], [0.0126, 1.5404, -1.6309], [-6.1879, 3.9195, 1.2042], [-5.6560, 2.5655, 3.2097], [-3.4673, 1.4221, 3.3835], [-2.3460, 2.9875, -0.4346], [-4.5125, 4.1343, -0.6047], [-1.2600, 1.1238, 2.6772], [-2.6184, -0.3164, -0.5920], [-2.9935, -0.4271, -3.0420], [-1.4438, 0.7380, -4.5847], [0.4826, 1.9951, -3.6721], [0.8601, 2.0919, -1.2343]],
  "multiplicity": 3,
  "orbital_gap_ha": [0.228, 0.247],
  "relative_energy_kcal_mol": 10.3
}

***

{
  "formula": "C3H4ClF",
  "method": "wB97M-V/def2-TZVPD",
  "elements": ["C", "C", "C", "F", "Cl", "H", "H", "H", "H"],
  "positions_angstrom": [[0.6484, 0.5395, 1.3829], [-0.5801, 0.3894, 0.9678], [-1.0335, -1.2118, -1.1477], [-1.7869, 0.6134, 1.4217], [0.2032, -2.5505, -0.8637], [0.9081, 1.0747, 2.3298], [1.5204, 0.3572, 0.7992], [-2.0737, -1.5709, -0.8523], [-0.6216, -0.8882, -2.1131]],
  "orbital_gap_ha": [0.328, 0.331],
  "relative_energy_kcal_mol": 108.2
}